Entry 1:
Formula: C36H60O36
Source: the OMol25 dataset
Level of theory: ωB97M-V/def2-TZVPD

Each line ends with the Löwdin charge.
Cartesian coordinates (Å):
C -2.69928 -0.25005 2.96049  -0.026
O -3.61130 -0.97622 2.15416  -0.017
C -4.68284 -0.32031 1.71013  -0.522
O -4.79286 0.91017 1.51224  0.078
O -5.59880 -1.25716 1.35391  -0.009
C -6.82945 -0.85854 0.88757  -0.078
H -3.04646 -0.22601 3.99344  0.108
H -2.56998 0.75278 2.55339  0.071
H -1.73987 -0.75411 2.84409  0.099
H -7.27154 -0.19670 1.63229  0.097
H -7.54674 -1.66218 0.72099  0.100
H -6.68858 -0.26785 -0.01761  0.098
C 4.55698 -1.34348 4.98985  -0.041
O 3.88642 -0.52300 4.12144  0.015
C 4.35457 -0.05680 3.00654  -0.639
O 5.48914 -0.16722 2.52821  0.111
O 3.35924 0.53394 2.47241  0.024
C 3.40183 1.20862 1.19730  -0.004
H 4.47964 -2.38785 4.68750  0.095
H 4.16394 -1.15344 5.98860  0.086
H 5.62770 -1.13993 5.00551  0.107
H 4.30391 1.78935 1.00464  0.099
H 2.49732 1.81618 1.16876  0.075
H 3.31167 0.47311 0.39793  0.087
C -0.43583 4.39788 1.97205  -0.041
O -1.60850 5.02985 2.45857  0.021
C -2.30674 4.36592 3.35373  -0.559
O -2.20167 3.14549 3.48431  0.101
O -3.13088 5.20873 4.05674  0.002
C -3.64122 4.65744 5.23081  -0.079
H -0.61637 3.81430 1.06931  0.070
H 0.15519 3.81257 2.67647  0.089
H 0.18495 5.13568 1.46371  0.091
H -3.77060 5.48667 5.92631  0.097
H -2.99808 3.97822 5.79038  0.092
H -4.56224 4.11440 5.01882  0.101
C 2.54442 -3.70190 -7.04550  -0.035
O 2.87077 -2.58008 -6.24064  -0.011
C 2.56554 -2.47592 -4.93988  -0.492
O 1.70645 -3.24571 -4.42343  0.062
O 3.15532 -1.38623 -4.39539  0.006
C 2.85926 -1.01971 -3.03710  -0.013
H 1.65492 -4.24999 -6.73487  0.089
H 3.36859 -4.41269 -7.10576  0.097
H 2.34478 -3.21428 -7.99968  0.099
H 3.34792 -1.77606 -2.42290  0.090
H 1.83144 -0.73184 -2.81613  0.089
H 3.35247 -0.07021 -2.82906  0.084
C 6.14222 -4.89645 3.75908  -0.081
O 4.97987 -4.36443 3.22730  -0.050
C 5.07608 -3.65701 2.03768  -0.572
O 6.06472 -3.11160 1.60980  0.132
O 3.87492 -3.60140 1.48166  0.017
C 3.69721 -3.06169 0.12780  -0.014
H 5.91178 -5.44447 4.67269  0.097
H 6.84180 -4.07559 3.91686  0.097
H 6.53109 -5.64893 3.07303  0.100
H 4.03907 -2.04056 -0.04114  0.078
H 2.67786 -3.16393 -0.24444  0.072
H 4.31842 -3.56425 -0.61357  0.092
C -2.35585 6.59121 -3.11368  -0.010
O -3.49801 6.08800 -2.39155  0.011
C -3.35548 5.17652 -1.45614  -0.577
O -2.27141 4.65773 -1.05641  0.058
O -4.51382 5.08163 -0.86452  0.033
C -4.61197 4.21583 0.19997  -0.048
H -1.67622 7.19986 -2.51722  0.098
H -2.77633 7.22270 -3.89629  0.097
H -1.82942 5.72878 -3.52258  0.083
H -4.01385 4.50482 1.06416  0.091
H -4.18336 3.25278 -0.07741  0.087
H -5.66184 4.12029 0.47702  0.110
O -0.60646 -8.46690 -2.06356  0.143
C -0.19323 -7.36287 -2.33118  -0.618
O -0.96375 -6.34908 -2.69374  0.062
C -0.30009 -5.24718 -3.09320  -0.158
C 1.12483 -5.64429 -2.69964  -0.111
O 1.03523 -6.99645 -2.36931  0.117
H -0.38387 -5.04096 -4.16023  0.132
H -0.60145 -4.40091 -2.47586  0.116
H 1.58965 -5.07973 -1.89136  0.131
H 1.66532 -5.52965 -3.63923  0.112
O 0.23366 2.09533 -3.51673  0.154
C 1.07514 2.76385 -2.99249  -0.577
O 0.93051 4.08995 -2.77876  0.062
C 1.95866 4.66704 -2.02680  -0.091
C 2.87804 3.38761 -1.81987  -0.101
O 2.19080 2.35757 -2.44728  0.075
H 2.58346 5.40128 -2.53534  0.132
H 1.68292 4.92907 -1.00533  0.122
H 2.97372 3.24196 -0.74389  0.112
H 3.81953 3.59289 -2.32934  0.135
O -3.18619 1.49574 -8.67138  0.136
C -2.65642 1.82600 -7.62881  -0.518
O -1.85649 2.87708 -7.48920  0.079
C -1.38957 2.93677 -6.14050  -0.130
C -2.42025 2.18542 -5.35306  -0.124
O -2.97046 1.30245 -6.36176  0.039
H -0.39622 2.53406 -5.94258  0.118
H -1.28948 3.97926 -5.83836  0.127
H -3.18994 2.75764 -4.83514  0.128
H -1.98628 1.57646 -4.55999  0.109
O 0.31647 -2.12252 -0.86298  0.095
C -0.10305 -0.99363 -0.54786  -0.553
O 0.65336 0.08008 -0.40054  0.065
C -0.14193 1.17142 -0.00981  -0.126
C -1.47034 0.73086 -0.66179  -0.042
O -1.37737 -0.69891 -0.36580  0.089
H -0.25646 1.42305 1.04454  0.109
H 0.28171 2.05604 -0.48527  0.117
H -1.32531 1.03707 -1.69779  0.122
H -2.22484 1.32760 -0.14921  0.130
O -1.88570 -5.90392 3.34426  0.083
C -2.08183 -5.25722 2.28897  -0.574
O -1.19459 -5.02802 1.36845  0.104
C -1.82596 -4.57557 0.19580  -0.092
C -3.16944 -4.16618 0.76115  -0.117
O -3.27800 -4.73562 2.03841  0.099
H -1.19327 -3.73115 -0.07767  0.104
H -1.79557 -5.27520 -0.63949  0.124
H -4.03848 -4.48147 0.18367  0.138
H -3.19721 -3.07670 0.77962  0.112
O 0.69971 1.46893 3.30104  0.107
C 0.87740 1.13051 4.47154  -0.565
O -0.03077 0.44951 5.10337  0.106
C 0.27067 0.40658 6.47749  -0.131
C 1.73333 0.64651 6.52036  -0.097
O 1.88985 1.35326 5.29149  0.085
H -0.24114 1.06414 7.18018  0.134
H -0.03791 -0.53917 6.92294  0.139
H 2.24432 -0.31512 6.47270  0.116
H 2.11898 1.23982 7.34944  0.144

Calculated values
Total energy = -112010.8460 eV
ΔE to the lowest compared entry with this formula, charge and spin = 441.4 kJ/mol
SMILES string = COC(=O)OC.COC(=O)OC.COC(=O)OC.COC(=O)OC.COC(=O)OC.COC(=O)OC.O=C1OCCO1.O=C1OCCO1.O=C1OCCO1.O=C1OCCO1.O=C1OCCO1.O=C1OCCO1
LUMO = -0.06 eV
F_max = 6.73 eV/A

Entry 2:
Formula: C36H60O36
Source: the OMol25 dataset
Level of theory: ωB97M-V/def2-TZVPD

Each line ends with the Löwdin charge.
Cartesian coordinates (Å):
C -0.01878 -0.04973 -0.82451  -0.058
C 0.46472 0.54152 0.49465  -0.111
O 1.85713 0.60578 0.48199  0.134
C 2.27549 -0.07412 -0.60221  -0.398
O 3.46358 -0.30803 -0.90095  0.253
O 1.22985 -0.53903 -1.33932  0.070
H -0.51775 0.68406 -1.45751  0.120
H -0.64942 -0.90042 -0.56623  0.114
H -0.01182 -0.04706 1.27860  0.109
H 0.11221 1.55850 0.66672  0.130
C 0.44705 -0.87270 7.47762  -0.111
C 1.50421 -2.02034 7.16387  -0.022
O 1.32128 -2.21070 5.70566  0.069
C 0.74084 -1.13091 5.20760  -0.562
O 0.63470 -0.82133 4.04989  0.136
O 0.24289 -0.36445 6.21102  0.030
H 0.79703 -0.01041 8.04513  0.134
H -0.47428 -1.18587 7.96871  0.133
H 1.07656 -2.89223 7.65887  0.124
H 2.53220 -1.84747 7.48241  0.130
C -4.43838 -2.06686 -1.02373  -0.148
C -5.35648 -1.44957 0.05722  -0.102
O -4.90210 -0.13678 0.23604  0.119
C -3.63847 -0.16050 -0.20777  -0.488
O -2.79534 0.76820 -0.00401  0.084
O -3.43350 -1.17540 -1.00683  0.052
H -4.88787 -2.26971 -1.99579  0.144
H -4.04721 -3.00610 -0.63269  0.129
H -5.21323 -2.03243 0.96708  0.127
H -6.39728 -1.56571 -0.24501  0.140
C 1.23293 3.75719 3.78473  -0.125
C 1.04246 3.02299 5.12645  -0.080
O -0.02044 3.82453 5.70283  0.060
C -0.04059 5.05234 5.12943  -0.566
O -0.68404 6.02146 5.46411  0.150
O 0.61098 4.99303 3.98512  0.081
H 0.83929 3.22482 2.91885  0.106
H 2.30267 3.89285 3.62552  0.126
H 1.97794 3.00166 5.68549  0.125
H 0.67875 1.99765 5.05936  0.103
C 0.22675 -3.00579 1.49006  -0.121
C -0.06474 -4.11756 2.56771  -0.116
O -1.33848 -3.84569 3.01775  0.084
C -1.84701 -2.76036 2.41882  -0.477
O -2.99205 -2.33679 2.62785  0.122
O -0.93602 -2.23301 1.53540  0.013
H 0.31286 -3.57944 0.56723  0.090
H 1.08828 -2.38608 1.73874  0.124
H 0.64002 -4.00242 3.39121  0.123
H -0.08065 -5.15824 2.24393  0.130
C 1.92498 -3.76630 -1.78194  -0.129
C 3.18179 -3.16913 -2.14368  -0.053
O 3.51489 -3.66712 -3.46271  0.172
C 2.50447 -4.40111 -3.90693  -0.540
O 2.45398 -4.81432 -5.02802  0.207
O 1.60967 -4.55593 -2.89932  0.093
H 1.20477 -2.94814 -1.78498  0.130
H 2.00819 -4.41277 -0.90829  0.164
H 3.99636 -3.39387 -1.45516  0.175
H 3.14755 -2.08322 -2.05568  0.133
C -4.71975 6.67303 -3.99740  -0.023
O -3.99699 5.47591 -3.61143  -0.016
C -3.60143 5.21479 -2.33894  -0.562
O -3.84494 5.92019 -1.33161  0.080
O -2.91442 4.12080 -2.31598  -0.013
C -2.26960 3.60115 -1.18728  -0.044
H -4.11626 7.31551 -4.63859  0.089
H -5.10351 7.23834 -3.14813  0.093
H -5.56658 6.43850 -4.64235  0.088
H -1.86299 2.67355 -1.59018  0.069
H -3.06555 3.29786 -0.50714  0.099
H -1.40541 4.14754 -0.80946  0.105
C 7.44270 -1.18743 4.00435  -0.025
O 6.83282 -0.48359 2.89912  -0.060
C 7.29119 -0.79372 1.63357  -0.454
O 8.13961 -1.71150 1.39970  0.081
O 6.69244 0.00243 0.68298  0.002
C 5.62374 0.86932 1.04195  -0.062
H 8.51780 -1.02731 3.92295  0.099
H 7.30864 -2.26685 3.93390  0.095
H 7.03515 -0.79173 4.93463  0.096
H 4.75750 0.37901 1.48616  0.091
H 5.40594 1.52679 0.20030  0.101
H 5.94098 1.60390 1.78212  0.102
C 1.72761 -1.63908 -5.83898  -0.084
O 0.99364 -0.91613 -4.92303  -0.049
C -0.40290 -0.98285 -4.85868  -0.527
O -1.09364 -1.78375 -5.48973  0.111
O -0.89510 -0.09137 -4.03576  -0.011
C -2.29974 0.19274 -4.02926  0.004
H 2.80540 -1.61478 -5.67816  0.101
H 1.62979 -1.26233 -6.85711  0.106
H 1.29772 -2.64010 -5.87443  0.089
H -2.58860 0.71176 -4.94319  0.109
H -2.58750 0.84703 -3.20634  0.090
H -2.83311 -0.75618 -3.97298  0.087
C -1.80756 1.18006 3.27686  -0.009
O -2.53253 2.46168 3.31747  0.010
C -2.27848 3.42718 2.39584  -0.509
O -1.35029 3.43344 1.53582  0.032
O -3.21827 4.34259 2.56704  0.014
C -3.21939 5.62517 1.99286  -0.025
H -2.26746 0.41537 2.65089  0.075
H -1.88022 0.81737 4.30218  0.095
H -0.75036 1.24522 3.01962  0.057
H -2.83578 6.28745 2.76896  0.101
H -4.21010 5.96489 1.69087  0.102
H -2.54948 5.65913 1.13368  0.083
C 3.08748 1.85607 -4.49246  -0.040
O 2.29150 2.95533 -4.85430  0.034
C 1.10975 3.19552 -4.34453  -0.628
O 0.63599 2.57522 -3.45174  0.139
O 0.54293 4.16958 -5.06260  0.018
C -0.80937 4.58495 -4.80399  -0.015
H 4.07796 1.91205 -4.94404  0.100
H 2.67574 0.88942 -4.78259  0.077
H 3.38352 1.77694 -3.44642  0.085
H -1.10030 5.50779 -5.30582  0.097
H -0.99939 4.70123 -3.73700  0.083
H -1.49521 3.90094 -5.30384  0.099
C -1.49615 -8.09302 -0.65750  -0.017
O -1.64599 -7.09451 -1.66612  0.033
C -1.61639 -5.83778 -1.35290  -0.611
O -1.31425 -5.40565 -0.21098  0.062
O -2.16376 -5.12561 -2.30318  0.041
C -1.77036 -3.69402 -2.40148  0.030
H -1.65596 -9.04048 -1.17218  0.104
H -2.10111 -7.99399 0.24378  0.102
H -0.48065 -8.02448 -0.26744  0.093
H -0.71309 -3.65530 -2.66375  0.074
H -1.94282 -3.10778 -1.49888  0.071
H -2.28846 -3.28457 -3.26867  0.100

Calculated values
Total energy = -112001.3768 eV
ΔE to the lowest compared entry with this formula, charge and spin = 0.0 kJ/mol
LUMO (spin up / spin down) = -2.45 / -9.86 eV
F_max = 5.86 eV/A
2S+1 = 2
Net charge = +1